Entry from the OMol25 dataset: a 2-piece molecular cluster, C3H5B overall in a non-equilibrium geometry (ωB97M-V with the def2-TZVPD basis set).

Last column: Löwdin charge in e.
Element x y z (Å)
B1 -0.08 1.07 0.21  -0.029
C1 -1.24 0.14 -0.12  -0.151
C2 1.19 0.19 -0.21  -0.196
C3 0.05 -0.64 -0.15  -0.198
H1 -2.02 -0.15 0.63  0.098
H2 -1.87 0.30 -1.11  0.127
H3 1.79 0.36 -1.06  0.073
H4 1.88 0.12 0.58  0.067
H5 0.30 -1.39 1.24  0.209

Results
Multiplicity: 1
Net charge: 0
Kohn-Sham gap: 7.718 eV
HOMO: -7.96 eV
Energy relative to the best compared isomer or geometry (same formula, charge and spin): 91.06 kcal/mol